No. 1
Entry from OMol25: C19H28BF3N6O3PbS as an isolated structure at a distorted geometry (ωB97M-V with the def2-TZVPD basis set).

Each line ends with the Löwdin charge.
Positions of all 62 atoms, in Å:
Pb -0.037 0.476 -0.621  1.49
C -3.364 4.549 0.753  -0.07
C -2.271 3.534 0.422  -0.38
C -0.884 4.170 0.571  -0.06
C -2.389 2.318 1.286  -0.27
C -3.179 2.114 2.421  0.00
C -2.904 0.819 2.809  -0.05
N -2.010 0.303 1.962  -0.03
N -1.694 1.207 1.027  -0.03
B -1.390 -1.095 2.035  -0.54
N 0.122 -0.933 2.222  -0.02
C 0.851 -1.362 3.257  -0.04
C 2.155 -0.949 3.078  0.01
C 2.152 -0.250 1.868  -0.26
N 0.911 -0.249 1.378  -0.03
C 3.310 0.395 1.179  -0.37
C 4.342 -0.671 0.801  -0.06
C 3.943 1.470 2.067  -0.05
N -1.717 -1.848 0.738  -0.02
C -2.430 -2.974 0.649  -0.05
C -2.570 -3.299 -0.681  0.01
C -1.898 -2.289 -1.376  -0.26
N -1.392 -1.425 -0.495  -0.01
C -1.763 -2.232 -2.864  -0.35
C -0.698 -3.248 -3.287  -0.05
C -1.432 -0.850 -3.415  -0.08
H -3.294 5.403 0.084  0.08
H -4.351 4.103 0.645  0.08
H -3.253 4.905 1.776  0.08
H -2.384 3.217 -0.623  0.14
H -0.712 4.471 1.603  0.09
H -0.103 3.468 0.281  0.04
H -0.815 5.052 -0.062  0.08
H -3.850 2.799 2.896  0.10
H -3.286 0.237 3.622  0.12
H -1.841 -1.683 2.956  0.12
H 0.410 -1.935 4.049  0.12
H 2.989 -1.133 3.723  0.11
H 2.949 0.854 0.253  0.10
H 4.806 -1.088 1.693  0.08
H 3.862 -1.464 0.233  0.07
H 5.106 -0.227 0.170  0.08
H 4.344 1.027 2.977  0.08
H 4.759 1.951 1.534  0.08
H 3.209 2.224 2.344  0.08
H -2.795 -3.471 1.523  0.12
H -3.062 -4.147 -1.105  0.11
H -2.732 -2.551 -3.272  0.14
H 0.253 -2.984 -2.833  0.07
H -0.974 -4.253 -2.978  0.08
H -0.591 -3.238 -4.367  0.08
H -0.402 -0.577 -3.205  0.02
H -1.553 -0.846 -4.495  0.09
H -2.096 -0.096 -2.999  0.07
F 3.387 -2.669 -3.087  0.13
C 2.957 -1.540 -3.658  -0.65
F 3.956 -1.038 -4.380  0.14
F 1.976 -1.870 -4.502  0.13
S 2.436 -0.305 -2.334  0.41
O 3.669 0.296 -1.936  -0.27
O 1.478 0.581 -2.971  -0.42
O 1.782 -1.156 -1.335  -0.43

Output
F_max, eV/Å: 1.38
Total charge: 0
Energy, eV: -60156.456

No. 2
Entry from OMol25: C19H28BiN4S2SbSe4 as an isolated structure at a distorted geometry (ωB97M-V with the def2-TZVPD basis set).

Each line ends with the Löwdin charge.
Positions of all 59 atoms, in Å:
Bi 0.744 -0.312 -0.651  1.13
C 1.282 -2.018 2.228  -0.09
N 0.326 -0.945 1.941  -0.27
C -1.044 -1.456 1.852  -0.21
C -2.005 -0.367 1.365  -0.15
N -1.956 -0.207 -0.086  -0.29
C -2.286 1.135 -0.535  -0.10
C -2.675 -1.224 -0.803  -0.29
C -4.054 -1.145 -0.968  -0.03
C -4.754 -2.091 -1.692  -0.08
C -4.075 -3.159 -2.257  -0.08
C -2.711 -3.267 -2.082  -0.12
C -1.998 -2.305 -1.371  -0.58
S -0.270 -2.587 -1.223  0.54
C 0.509 0.078 2.945  -0.27
C -0.121 -0.001 4.190  -0.02
C 0.174 0.877 5.217  -0.06
C 1.094 1.894 5.024  -0.07
C 1.692 2.021 3.790  -0.13
C 1.414 1.123 2.766  -0.54
S 2.311 1.434 1.254  0.30
H 1.096 -2.473 3.206  0.10
H 2.294 -1.614 2.235  0.07
H 1.218 -2.787 1.461  0.06
H -1.396 -1.863 2.807  0.12
H -1.042 -2.288 1.144  0.07
H -1.717 0.585 1.824  0.12
H -3.024 -0.607 1.698  0.13
H -3.321 1.428 -0.333  0.09
H -2.123 1.191 -1.609  0.09
H -1.625 1.845 -0.047  0.07
H -4.584 -0.320 -0.517  0.11
H -5.822 -1.993 -1.812  0.10
H -4.604 -3.900 -2.834  0.11
H -2.167 -4.103 -2.492  0.10
H -0.839 -0.783 4.385  0.11
H -0.295 0.746 6.181  0.11
H 1.354 2.570 5.821  0.11
H 2.416 2.802 3.605  0.10
N 0.559 2.509 -1.357  -0.10
C 1.658 2.748 -2.296  -0.30
C 1.363 2.169 -3.679  -0.18
C 1.649 0.677 -3.830  -0.27
N 0.658 -0.165 -3.149  -0.14
H -0.253 3.053 -1.641  0.08
H 0.845 2.852 -0.444  0.02
H 2.554 2.278 -1.887  0.01
H 1.882 3.818 -2.402  0.12
H 1.999 2.686 -4.398  0.12
H 0.321 2.374 -3.947  0.11
H 2.635 0.451 -3.419  0.06
H 1.678 0.438 -4.900  0.12
H 0.790 -1.139 -3.422  0.06
H -0.285 0.108 -3.414  0.09
Se 5.247 1.583 -2.123  -0.09
Sb 5.117 -0.151 -0.457  -0.12
Se 6.906 -1.608 0.171  -0.13
Se 4.370 1.002 1.878  0.20
Se 2.892 -1.596 -0.906  -0.01

Output
F_max, eV/Å: 2.08
Total charge: 0
Energy, eV: -321553.108

No. 3
Entry from OMol25: C19H28BiN4S2SbSe4 as an isolated structure at a distorted geometry (ωB97M-V with the def2-TZVPD basis set).

Each line ends with the Löwdin charge.
Positions of all 59 atoms, in Å:
Bi 0.884 0.191 0.888  1.03
C 0.458 -0.488 -2.835  -0.10
N -0.398 0.256 -1.919  -0.23
C -1.765 -0.276 -1.852  -0.17
C -1.887 -1.726 -1.396  -0.18
N -1.961 -1.908 0.057  -0.17
C -3.207 -1.347 0.593  -0.10
C -1.874 -3.303 0.410  -0.27
C -2.527 -4.279 -0.344  -0.03
C -2.451 -5.622 -0.024  -0.08
C -1.735 -6.031 1.089  -0.08
C -1.108 -5.082 1.873  -0.13
C -1.164 -3.726 1.541  -0.51
S -0.126 -2.783 2.627  0.40
C -0.462 1.667 -2.161  -0.31
C -0.306 2.196 -3.440  -0.03
C -0.456 3.552 -3.679  -0.09
C -0.768 4.408 -2.635  -0.09
C -0.906 3.900 -1.354  -0.13
C -0.756 2.536 -1.094  -0.61
S -1.041 1.995 0.569  0.51
H -0.063 -0.796 -3.751  0.10
H 0.838 -1.388 -2.344  0.08
H 1.311 0.127 -3.117  0.08
H -2.234 -0.201 -2.845  0.13
H -2.329 0.369 -1.179  0.08
H -1.038 -2.310 -1.755  0.12
H -2.789 -2.117 -1.886  0.11
H -4.083 -1.660 0.006  0.10
H -3.158 -0.257 0.608  0.05
H -3.350 -1.689 1.616  0.08
H -3.121 -3.991 -1.201  0.11
H -2.961 -6.349 -0.644  0.10
H -1.667 -7.079 1.345  0.11
H -0.551 -5.369 2.757  0.10
H -0.091 1.536 -4.271  0.11
H -0.348 3.934 -4.686  0.10
H -0.906 5.466 -2.812  0.10
H -1.140 4.550 -0.521  0.10
N 2.581 1.714 -0.562  -0.08
C 3.838 2.073 0.118  -0.26
C 3.598 3.142 1.177  -0.18
C 2.912 2.617 2.430  -0.31
N 1.528 2.172 2.181  -0.18
H 2.778 1.126 -1.365  0.07
H 2.107 2.544 -0.909  0.08
H 4.589 2.426 -0.595  0.11
H 4.230 1.169 0.591  0.08
H 3.012 3.960 0.740  0.12
H 4.563 3.552 1.477  0.12
H 2.905 3.389 3.203  0.11
H 3.478 1.778 2.830  0.03
H 0.994 2.902 1.712  0.02
H 1.093 2.052 3.105  -0.03
Se 1.583 1.505 5.592  -0.04
Sb 1.609 -0.733 4.720  -0.04
Se 2.898 -0.839 2.500  -0.07
Se 1.671 -2.756 5.965  -0.06
Se -0.734 -0.698 2.857  0.11

Output
F_max, eV/Å: 1.02
Total charge: 0
Energy, eV: -321552.794

No. 4
Entry from OMol25: C19H28Cl28O6 as an isolated structure at a distorted geometry (ωB97M-V with the def2-TZVPD basis set).

Each line ends with the Löwdin charge.
Positions of all 81 atoms, in Å:
C -0.358 -0.195 -0.678  -0.13
O -0.238 -1.437 -1.346  -0.22
C 0.151 -1.249 -2.680  -0.21
C 1.590 -0.927 -2.840  -0.26
O 2.444 -1.905 -2.454  -0.10
C 3.222 -1.491 -1.370  -0.19
C 4.302 -2.541 -1.121  -0.23
O 5.015 -2.201 0.026  -0.20
C 5.920 -3.199 0.316  -0.15
H -1.354 0.213 -0.974  0.06
H 0.389 0.516 -0.980  0.04
H -0.388 -0.354 0.383  0.05
H -0.530 -0.475 -3.105  0.14
H -0.083 -2.218 -3.167  0.14
H 1.791 0.006 -2.348  0.08
H 1.725 -0.778 -3.951  0.12
H 2.649 -1.440 -0.419  0.11
H 3.734 -0.504 -1.550  0.11
H 4.952 -2.592 -1.990  0.09
H 3.850 -3.523 -1.024  0.13
H 6.580 -3.451 -0.464  0.08
H 5.409 -4.060 0.709  0.07
H 6.609 -2.918 1.096  0.05
C -4.837 -0.048 -1.677  -0.11
O -4.626 0.444 -0.370  -0.26
C -5.780 0.841 0.325  -0.22
C -5.340 1.717 1.491  -0.21
O -6.448 1.686 2.357  -0.16
C -6.446 2.387 3.587  -0.17
C -7.908 2.337 4.057  -0.20
O -7.947 3.058 5.279  -0.20
C -9.145 2.952 6.011  -0.12
H -4.961 0.818 -2.350  0.09
H -5.716 -0.632 -1.760  0.07
H -3.952 -0.568 -2.057  0.08
H -6.333 -0.027 0.751  0.12
H -6.458 1.380 -0.359  0.13
H -5.062 2.714 1.096  0.09
H -4.420 1.225 1.882  0.12
H -6.211 3.431 3.394  0.12
H -5.726 1.968 4.318  0.14
H -8.228 1.329 4.198  0.11
H -8.552 2.776 3.276  0.13
H -9.632 1.955 6.020  0.09
H -9.853 3.744 5.656  0.10
H -8.799 3.139 7.024  0.08
C 7.707 -0.174 2.440  -2.06
Cl 7.185 -1.262 3.730  0.56
Cl 6.341 0.548 1.585  0.51
Cl 8.439 1.232 3.167  0.51
Cl 8.840 -0.749 1.212  0.53
C -2.269 4.387 -0.512  -2.07
Cl -3.777 5.175 -0.044  0.52
Cl -1.027 5.129 0.498  0.52
Cl -2.445 2.664 -0.186  0.61
Cl -1.964 4.778 -2.167  0.56
C 3.076 3.107 -1.145  -2.04
Cl 3.433 4.833 -0.722  0.51
Cl 2.833 2.140 0.312  0.53
Cl 1.593 3.098 -2.070  0.53
Cl 4.287 2.389 -2.154  0.54
C -3.394 -2.684 2.091  -2.05
Cl -3.012 -4.250 2.846  0.51
Cl -5.152 -2.448 2.213  0.54
Cl -2.557 -1.453 3.009  0.53
Cl -2.924 -2.682 0.399  0.57
C 4.543 -2.773 -6.458  -2.08
Cl 6.076 -2.229 -7.160  0.51
Cl 3.872 -3.936 -7.645  0.49
Cl 4.778 -3.566 -4.918  0.56
Cl 3.427 -1.463 -6.348  0.56
C 7.894 0.241 -3.507  -2.09
Cl 8.519 0.511 -5.153  0.50
Cl 8.803 -1.078 -2.779  0.53
Cl 8.119 1.711 -2.660  0.57
Cl 6.201 -0.218 -3.680  0.52
C 1.521 -2.602 2.712  -2.07
Cl 0.239 -3.233 1.674  0.53
Cl 3.050 -3.483 2.508  0.57
Cl 1.775 -0.955 2.318  0.56
Cl 0.969 -2.605 4.378  0.54

Output
F_max, eV/Å: 3.24
Total charge: 0
Energy, eV: -383063.553

| no. | orbital gap (eV) | LUMO level (eV) |
| --- | --- | --- |
| 1 | 9.7430 | 0.45 |
| 2 | 6.8079 | -0.60 |
| 3 | 6.6864 | -1.05 |
| 4 | 9.5373 | 0.09 |